# 1
Formula: C4H6N2
Source: OMol25
Level of theory: wB97M-V/def2-TZVPD

HOMO ... -8.7 eV

XYZ file:
```
12
Properties=species:S:1:pos:R:3:forces:R:3
C 0.417064 1.380955 -1.440182 0.0010 -0.0203 -0.0180
C 0.085289 0.373079 -0.385235 0.1609 0.1221 -0.0104
C -1.211155 -0.427469 -0.430109 0.3746 -0.1936 0.5720
N -1.027719 -1.164367 0.644444 -0.2037 0.0819 -0.1969
C 0.225084 -0.921077 1.369558 0.0228 -0.0080 0.0238
N 0.863991 0.109945 0.605495 -0.3365 -0.0511 -0.2878
H -0.107706 1.122523 -2.364240 0.1227 0.0646 0.1278
H 1.495993 1.420367 -1.613684 -0.1777 0.0236 0.0529
H 0.080134 2.379728 -1.135966 0.0277 -0.1780 -0.0261
H 0.849746 -1.822884 1.384415 -0.1009 0.1138 0.0458
H -1.700775 -1.848458 0.962949 0.0592 0.0826 -0.0712
H 0.030055 -0.602342 2.402553 0.0499 -0.0376 -0.2118
```
Positions in Å, forces in eV/Å.

***

# 2
Formula: C4H6N2
Source: OMol25
Level of theory: wB97M-V/def2-TZVPD

HOMO ... -8.3 eV

XYZ file:
```
12
Properties=species:S:1:pos:R:3:forces:R:3
N -0.111995 1.744756 -0.727134 0.1483 -0.0331 -0.0427
C -1.091610 -0.414637 -0.756253 0.2319 -0.3575 0.0698
C -0.233431 -1.430147 -0.488535 -0.3546 -0.0597 -0.0528
C 0.671360 -1.168859 0.633065 -0.0455 0.2800 0.0471
C 0.492441 0.081844 1.075878 0.1921 0.0686 -0.4758
N -0.540862 0.687952 0.201600 -0.2241 -0.0477 0.1377
H 0.781494 1.411477 -1.094993 -0.0337 0.0043 0.2217
H -0.755533 1.586533 -1.525249 0.2382 0.1214 0.5496
H -0.235768 -2.357803 -1.047890 -0.0227 0.0585 0.1327
H 1.374774 -1.886880 1.049454 -0.1485 0.2393 -0.0252
H 0.922761 0.621646 1.909754 -0.0960 0.0391 -0.2745
H -1.273630 1.124117 0.770303 0.1146 -0.3133 -0.2875
```
Positions in Å, forces in eV/Å.

***

# 3
Formula: C4H6N2
Source: OMol25
Level of theory: wB97M-V/def2-TZVPD

HOMO (alpha / beta) ... -8.0 / -8.0 eV

XYZ file:
```
12
Properties=species:S:1:pos:R:3:forces:R:3
N 2.282179 0.954132 -2.124990 -0.4974 -0.5491 0.6129
C 1.731800 0.485632 -1.139620 0.3729 0.5941 -0.1690
C 1.099264 0.016204 -0.010258 -0.2262 -0.1883 0.2549
C -0.305584 0.380633 0.307695 0.0576 0.1794 -0.2108
C -1.410577 -0.619846 0.392419 -0.1533 -0.1530 -0.2146
N -0.798087 -0.088008 1.602497 -0.0295 0.1381 0.1628
H 1.460238 -0.343699 -1.894028 0.1117 -0.0857 -0.4260
H 1.546244 -0.810686 0.534211 0.0235 0.1557 -0.1517
H -0.601514 1.379418 -0.018498 0.0343 -0.1845 0.0914
H -1.202386 -1.670529 0.194222 0.0179 0.2194 0.0457
H -2.412603 -0.294519 0.112364 0.1950 -0.0238 0.0874
H -1.388974 0.611269 2.043987 0.0937 -0.1022 -0.0830
```
Positions in Å, forces in eV/Å.

***

Number 1: E_tot -7223.4359 eV. Number 2: E_tot -7220.8766 eV. Number 3: E_tot -7219.8151 eV.